# C5H6N

A structure of composition C5H6N at a distorted geometry (ωB97M-V with the def2-TZVPD basis set, the Open Molecules 2025 dataset).

Summary:
HOMO-LUMO gap: 0.3757 Eh
Energy: -6758.37909 eV
Total charge: +1
Maximum force: 4.05 eV/Å
2S+1: 1

Geometry as XYZ:
```
12
Properties=species:S:1:pos:R:3:forces:R:3
C -1.5216 0.8143 -0.4400 2.8 1.8 2.3
C -0.9788 1.1867 0.7262 0.2 -0.6 -3.4
C 0.6234 -1.8163 -0.1723 1.6 -0.2 -1.2
C 0.6793 -1.0417 0.8135 -0.8 1.3 1.0
C -0.1727 1.2176 -0.4808 0.3 -1.6 -0.1
N 0.9838 -0.3723 -0.4840 0.1 0.6 0.6
H -2.3294 0.5672 -0.9937 -2.4 -1.0 -1.5
H -1.1209 1.2181 1.7634 0.0 0.5 1.2
H 0.9643 -2.6873 -0.6781 -0.8 -0.6 -0.4
H 0.3289 -0.6207 1.7377 0.6 -0.4 0.3
H 0.5476 1.6844 -1.1797 -0.9 0.4 1.0
H 1.9961 -0.1500 -0.6121 -0.8 -0.4 0.3
```
Forces are in eV/Å.

=====

# C25H24N4O3SV

A structure of composition C25H24N4O3SV at a distorted geometry (ωB97M-V with the def2-TZVPD basis set, the Open Molecules 2025 dataset).

Summary:
<S²>: 3.765
HOMO-LUMO gap (alpha / beta): 0.2343 / 0.2708 Eh
Energy: -74941.28440 eV
Maximum force: 1.33 eV/Å
2S+1: 4

Geometry as XYZ:
```
58
Properties=species:S:1:pos:R:3:forces:R:3
V 0.2742 0.4421 -0.2021 0.9 0.9 0.1
O -1.1707 1.8126 -0.5152 -0.2 0.1 -0.2
C -2.2214 1.4926 -1.2163 0.1 0.0 0.2
C -2.8745 2.4776 -1.9947 0.0 0.0 0.0
C -3.9715 2.1823 -2.7695 -0.1 0.0 -0.1
C -4.5114 0.8897 -2.8041 0.1 0.1 0.0
C -3.9202 -0.0802 -2.0249 0.0 0.0 0.0
C -2.7867 0.1779 -1.2428 0.0 -0.2 0.1
C -2.3160 -0.8719 -0.3431 -0.3 0.2 -0.1
N -1.1764 -0.7995 0.2276 -0.5 -1.1 0.6
N -0.9277 -1.6576 1.3236 -0.2 0.3 -0.5
C -0.0867 -1.0443 2.1099 0.1 0.1 0.2
O 0.4307 0.1243 1.8881 -0.2 -0.2 0.0
C 0.3015 -1.7436 3.3721 0.0 0.1 -0.1
C -0.2015 -3.0032 3.6880 0.0 0.0 0.0
C 0.1853 -3.6309 4.8610 0.0 0.0 0.0
C 1.0753 -3.0077 5.7294 0.0 0.0 0.0
C 1.5758 -1.7522 5.4190 0.0 0.0 -0.1
C 1.1884 -1.1233 4.2418 0.1 0.0 0.1
H -2.4659 3.4805 -1.9620 0.0 0.0 0.0
H -4.4308 2.9691 -3.3576 0.0 0.0 0.0
H -5.3853 0.6674 -3.4012 0.0 0.0 0.0
H -4.3451 -1.0794 -1.9963 0.0 0.0 0.0
H -2.9789 -1.6914 -0.0639 -0.1 0.1 0.0
H -0.8931 -3.4749 3.0036 0.0 0.0 0.0
H -0.2083 -4.6104 5.1025 0.0 0.0 0.0
H 1.3746 -3.4992 6.6470 0.0 0.0 0.0
H 2.2658 -1.2598 6.0931 0.0 0.0 0.0
H 1.5631 -0.1423 3.9845 0.0 0.0 0.0
C -0.6832 -1.8838 -5.1400 0.1 0.1 0.0
N -0.2601 -0.8362 -4.2253 -0.1 0.1 -0.1
C -0.1449 0.5086 -4.5059 0.0 -0.2 -0.1
C 0.1501 1.1135 -3.3271 -0.2 0.0 0.2
N 0.1934 0.1677 -2.3227 0.1 0.1 -0.6
C -0.0612 -0.9819 -2.9047 0.1 -0.1 0.2
H -0.4080 -1.6025 -6.1532 0.0 0.0 0.0
H -1.7606 -2.0290 -5.0868 0.0 0.0 0.0
H -0.1726 -2.8098 -4.8863 0.0 0.0 0.0
H -0.2867 0.8952 -5.4999 0.0 0.0 0.0
H 0.2747 2.1611 -3.1117 0.0 0.0 0.0
H -0.1143 -1.9337 -2.3987 0.0 0.0 0.0
C 4.5010 -0.2021 0.1938 0.3 0.0 -0.2
S 2.8509 -0.1457 0.8463 -0.6 -0.3 -0.3
O 2.0163 -0.9132 -0.1945 0.5 0.4 0.6
C 2.4606 1.5639 0.4580 0.3 0.0 0.0
C 2.4672 1.9680 -0.8779 0.0 0.0 0.1
C 2.2452 3.3106 -1.1780 -0.1 -0.1 0.0
C 2.0089 4.2162 -0.1621 0.0 0.0 0.1
C 1.9961 3.7994 1.1701 0.0 0.0 0.0
C 2.2242 2.4767 1.4890 -0.1 -0.1 -0.1
H 4.5048 0.0776 -0.8581 0.0 0.0 0.0
H 4.8522 -1.2263 0.3163 0.0 0.0 0.0
H 5.1199 0.4766 0.7826 0.0 0.0 0.0
H 2.6671 1.2489 -1.6624 0.0 0.0 0.0
H 2.2586 3.6364 -2.2101 0.0 0.0 0.0
H 1.8248 5.2554 -0.4008 0.0 0.0 0.0
H 1.7876 4.5102 1.9582 0.0 0.0 0.0
H 2.1760 2.1270 2.5112 0.0 0.0 0.0
```
Forces are in eV/Å.

=====

# C15H34Cl2F6NPPdSSi4Te

A structure of composition C15H34Cl2F6NPPdSSi4Te (ωB97M-V with the def2-TZVPD basis set, the Open Molecules 2025 dataset).

Summary:
<S²>: 0.768
HOMO-LUMO gap (alpha / beta): 0.2332 / 0.1957 Eh
Energy: -121335.39943 eV
Total charge: +3
Maximum force: 0.67 eV/Å
2S+1: 2

Geometry as XYZ:
```
66
Properties=species:S:1:pos:R:3:forces:R:3
Pd -2.7391 0.3644 1.6436 0.0 0.4 -0.5
F -2.3311 -2.6584 1.2746 -0.1 0.0 0.1
P -1.1798 -2.1761 0.3188 0.2 -0.2 -0.5
F -1.8531 -2.7950 -0.9640 0.0 0.0 0.1
F -0.2733 -3.4250 0.6201 0.1 0.0 0.0
F -0.5058 -1.3085 1.4983 0.1 0.1 0.2
F -2.1239 -0.7423 0.0061 0.1 -0.1 -0.3
F 0.0043 -1.5387 -0.7032 0.1 0.2 0.3
S -4.7204 -0.7232 1.7663 -0.1 -0.1 0.2
C -5.3616 -0.6648 0.1500 0.0 0.0 0.0
N -6.2723 -1.6233 -0.1324 0.0 0.0 -0.1
C -6.9393 -1.7092 -1.3032 0.0 0.0 0.0
C -6.6872 -0.8045 -2.2964 0.0 0.0 0.0
C -5.7391 0.1908 -2.0560 0.0 0.0 0.0
C -5.0812 0.2660 -0.8429 0.0 0.0 0.0
H -6.4693 -2.3203 0.5783 0.0 0.0 0.0
H -7.6519 -2.5172 -1.3874 0.0 0.0 0.0
H -7.2181 -0.8704 -3.2340 0.0 0.0 0.0
H -5.5295 0.9250 -2.8228 0.0 0.0 0.0
H -4.3678 1.0519 -0.6462 0.0 0.0 0.0
Cl -3.4218 1.6302 3.4363 0.0 0.3 0.3
C -3.3901 0.4735 4.8639 0.0 -0.1 0.0
Cl -2.3346 -0.8657 4.5224 0.0 0.0 0.1
H -4.4132 0.1407 4.9966 0.0 0.0 0.0
H -3.0283 1.0659 5.6968 0.0 0.0 0.0
C 0.5787 2.7650 -2.8760 0.0 0.1 0.0
Si 1.9202 2.8861 -1.5978 0.0 -0.6 -0.1
C 2.0605 4.4886 -0.6709 0.0 0.0 0.1
C 3.5621 2.2339 -2.1666 0.0 0.2 -0.1
Si 1.2522 1.3165 0.3188 0.1 0.6 0.1
Te -0.8307 2.3689 0.7811 -0.1 -0.3 0.4
Si 2.6785 0.7365 2.3225 -0.1 0.0 -0.2
C 2.4567 -1.0551 2.7311 0.1 0.0 0.0
C 4.3273 1.1787 1.5849 0.0 0.0 0.1
C 2.0497 1.9298 3.5945 0.0 -0.1 0.1
Si 2.3938 -2.4212 -1.7949 -0.1 -0.4 -0.2
C 3.9613 -1.5399 -1.4681 -0.1 0.1 0.2
C 2.2038 -4.0442 -1.0063 0.1 -0.1 -0.1
C 1.4687 -2.0177 -3.3143 0.0 0.0 0.0
H 0.5435 3.7034 -3.4371 0.0 0.0 0.0
H -0.4105 2.6003 -2.4508 0.0 0.0 0.0
H 0.7864 1.9649 -3.5877 0.0 0.0 0.0
H 1.8888 5.2801 -1.4094 0.0 0.0 0.0
H 3.0684 4.6231 -0.2755 0.0 0.0 0.0
H 1.3448 4.6363 0.1348 0.0 0.0 0.0
H 4.0103 2.9966 -2.8144 0.0 0.0 0.0
H 3.4635 1.3314 -2.7694 0.0 0.0 0.0
H 4.2633 2.0699 -1.3480 0.0 0.0 0.0
H 3.0798 -1.6939 2.1024 0.0 0.0 0.0
H 1.4252 -1.3848 2.6561 -0.1 0.0 0.0
H 2.7809 -1.2040 3.7658 0.0 0.0 0.0
H 4.5107 0.6807 0.6325 0.0 0.0 0.0
H 5.1173 0.8605 2.2733 0.0 0.0 0.0
H 4.4379 2.2568 1.4543 0.0 0.0 -0.1
H 0.9655 1.8932 3.7039 0.0 0.0 0.0
H 2.3552 2.9561 3.3894 0.0 0.0 0.0
H 2.4883 1.6378 4.5548 0.0 0.0 0.0
H 4.3831 -1.7574 -0.4877 0.0 0.0 0.0
H 3.9676 -0.4697 -1.6624 0.0 0.0 0.0
H 4.6280 -1.9998 -2.2176 0.0 0.0 0.0
H 2.8636 -4.1775 -0.1498 -0.1 0.0 0.0
H 2.5240 -4.7593 -1.7802 0.0 0.0 0.0
H 1.1829 -4.2981 -0.7437 -0.1 0.0 0.0
H 1.7620 -1.0700 -3.7638 0.0 0.0 0.0
H 0.3907 -2.0559 -3.1623 0.0 0.0 0.0
H 1.7233 -2.8124 -4.0292 0.0 0.0 0.0
```
Forces are in eV/Å.

=====

# CH3O3

A cluster of 2 separate species, CH3O3 in total at a distorted geometry (ωB97M-V with the def2-TZVPD basis set, the Open Molecules 2025 dataset).

Summary:
HOMO-LUMO gap: 0.3378 Eh
Energy: -7229.78018 eV
Total charge: -1
Maximum force: 1.47 eV/Å
2S+1: 1

Geometry as XYZ:
```
7
Properties=species:S:1:pos:R:3:forces:R:3
O -1.1249 1.6460 0.0317 -0.2 -0.3 -0.1
C -1.2774 0.4476 -0.2378 0.7 -0.3 0.0
O -0.3718 -0.4440 -0.4170 -1.4 0.5 -0.1
H -2.3522 0.0841 -0.3326 0.5 0.0 0.0
H 2.0068 -1.2159 0.5974 0.4 -0.4 0.3
H 1.0815 -0.2370 -0.0422 1.1 0.5 0.7
O 2.0380 -0.2808 0.4006 -1.1 0.0 -0.8
```
Forces are in eV/Å.